C29H28F35HgO11S | ωB97M-V with the def2-TZVPD basis set

The expectation value of S² is 0.75. The frontier orbital gap (spin up / spin down) comes out at 0.3326 / 0.3117 Ha. The calculation puts the LUMO energy (spin up / spin down) at 0.498 / -1.909 eV. Its multiplicity is 2. The total energy is -163167.1527 eV.

Atoms and positions in Å:
Hg  -2.6477  4.2094  -1.6331
C  -1.2347  -0.0279  -1.2637
F  -2.5853  -0.0248  -1.3883
F  -0.7170  -1.2154  -0.8516
F  -0.8400  0.1396  -2.5766
S  -0.6636  1.4178  -0.2010
O  -1.1117  1.1871  1.1720
O  0.8011  1.4033  -0.3738
O  -1.3495  2.5765  -0.8338
C  1.4995  1.8283  3.1017
C  1.1415  3.3194  3.3513
C  0.3788  3.4866  4.6686
F  0.1042  4.8125  4.8906
F  -0.6495  2.7045  4.9625
F  2.2086  4.0892  3.3875
F  0.4101  3.7105  2.2543
O  2.4162  1.2249  4.0289
C  2.3789  -0.2492  4.0796
C  3.6162  -0.7602  4.8815
F  3.5989  -0.2487  6.0663
F  3.7222  -2.0955  4.8989
F  1.2424  -0.6683  4.6620
F  2.4107  -0.6225  2.8630
H  2.0394  1.7968  2.1554
H  0.5853  1.3348  2.7718
H  1.1426  3.3942  5.4407
H  4.5130  -0.3580  4.4102
C  -1.5931  -4.5957  -4.5491
C  -1.5382  -3.0777  -4.9102
C  -2.7437  -2.7606  -5.7621
F  -3.8589  -3.2867  -5.2456
F  -2.9776  -1.4668  -6.0825
F  -1.3588  -2.1399  -3.9072
F  -0.4933  -2.9824  -5.7549
O  -1.3321  -5.4616  -5.6082
C  -0.0881  -6.2580  -5.6124
C  -0.0245  -6.9098  -6.9983
F  0.3052  -6.1255  -8.0708
F  1.0439  -7.6459  -7.0300
F  1.0104  -5.5528  -5.4863
F  -0.1629  -7.1299  -4.6272
H  -2.5379  -4.6876  -4.0134
H  -0.9880  -4.9777  -3.7269
H  -2.5503  -3.2399  -6.7218
H  -0.9685  -7.4349  -7.1436
C  -4.5827  -1.0666  2.7215
C  -5.9635  -0.7928  2.1688
C  -5.8025  -0.0475  0.8106
F  -7.0302  0.4362  0.4124
F  -4.8442  1.0081  0.7452
F  -6.5592  -1.9887  1.9542
F  -6.7682  -0.2664  3.0398
O  -3.8467  -1.7083  1.7335
C  -2.8246  -2.6304  2.1176
C  -1.6220  -1.8763  2.7410
F  -1.9035  -1.1816  3.8442
F  -0.5159  -2.5007  3.1381
F  -3.3067  -3.5033  2.9905
F  -2.4551  -3.3096  0.9213
H  -4.6753  -1.6299  3.6500
H  -4.1313  -0.0845  2.8621
H  -5.4084  -0.7394  0.0662
H  -1.1620  -1.2038  2.0169
C  5.5922  -2.5611  -0.0335
C  6.3431  -1.9649  1.1949
C  6.3125  -0.4480  1.2388
F  6.8820  0.2316  0.2419
F  5.0805  -0.0026  1.4397
F  5.7929  -2.3805  2.3314
F  7.5079  -2.4505  1.1531
O  4.5494  -1.6057  -0.4518
C  3.9146  -1.7795  -1.6903
C  3.3815  -0.3926  -2.1193
F  4.4058  0.4015  -2.4904
F  2.5908  -0.3028  -3.1695
F  4.7014  -2.3079  -2.5922
F  2.8703  -2.6811  -1.6518
H  5.2312  -3.5411  0.2785
H  6.2292  -2.7027  -0.9066
H  6.9075  -0.2060  2.1195
H  2.8982  0.0854  -1.2672
O  -3.2073  3.8638  0.5987
C  -3.3685  4.0758  1.7928
O  -4.3386  4.9363  2.1853
C  -4.5872  4.7956  3.5483
C  -3.3084  4.2557  4.1257
C  -2.7130  3.4655  2.9795
H  -5.4581  4.1864  3.7900
H  -4.8109  5.8228  3.8365
H  -3.3686  3.6859  5.0530
H  -2.7047  5.1365  4.3442
H  -2.9094  2.3940  3.0170
H  -1.6337  3.6174  2.9926
O  -0.6511  4.6818  -2.9058
C  0.5805  4.4270  -2.8986
O  1.5515  5.3479  -2.4497
C  2.8425  4.7537  -2.5025
C  2.6188  3.2403  -2.5753
C  1.2952  3.1231  -3.2642
H  3.2953  5.1832  -1.6088
H  3.3187  5.1145  -3.4142
H  2.4647  2.8979  -1.5520
H  3.4531  2.7160  -3.0414
H  0.7606  2.2241  -2.9575
H  1.5355  3.1175  -4.3273